# C26H40Cl2N3NiO3

A structure of composition C26H40Cl2N3NiO3 in a non-equilibrium geometry (wB97M-V/def2-TZVPD, the Open Molecules 2025 dataset).

Multiplicity = 3
Energy relative to the best compared isomer or geometry (same formula, charge and spin) = 26.1 kJ/mol
E_LUMO (alpha / beta) = 1.7 / 1.7 eV
Net charge = -1
⟨S²⟩ = 2.01
Calculated total energy = -3833.37467 Eh

The geometry in XYZ format:
```
75
Properties=species:S:1:pos:R:3:forces:R:3:lowdin_spin:R:1
H -4.628557 2.895793 -0.228661 0.20 -0.11 -0.18 0.000
H -0.796808 -1.660886 2.645200 -0.23 -0.12 -0.03 0.003
H 1.655170 0.457465 3.853981 0.22 0.09 0.02 0.000
H -1.125967 -1.856646 -2.476100 -0.05 -0.11 0.05 0.000
C 3.638048 5.532521 -0.610857 -0.07 -0.16 -0.12 0.000
H 0.892453 -0.340021 -4.242795 -0.12 0.12 0.00 0.000
C 3.083049 2.795088 -0.589739 0.42 0.04 -0.43 0.001
C -0.210620 1.228677 1.986045 -0.19 -0.35 0.19 0.000
H -0.176247 -3.991845 -4.615642 0.22 0.08 0.10 0.000
C -1.111645 -4.567998 0.117220 0.26 0.43 -0.11 0.011
C -0.849306 1.101799 -2.295464 -0.46 0.18 0.72 0.001
C 4.518087 4.633409 -1.231505 -0.06 0.05 0.02 0.000
H -2.652716 -0.126893 -0.444114 -0.07 0.06 0.50 0.000
H 0.280534 0.922297 -5.336265 -0.11 -0.19 0.04 0.000
N -0.237393 -3.793071 -2.521348 0.09 -0.64 -0.11 0.000
H 5.418782 5.002791 -1.722779 -0.17 -0.04 0.12 0.000
C 0.947486 2.426813 -3.329091 0.10 -0.11 0.19 0.001
N -0.011194 1.331381 -3.321469 -0.15 -0.46 -0.58 0.001
C 2.475136 5.061923 -0.001052 0.42 -0.23 -0.17 0.000
O -1.744282 0.238333 -2.281426 0.63 -0.03 -0.66 0.000
Ni 1.688396 -1.323692 1.024616 -1.38 -0.54 -0.14 1.574
H -2.114135 -3.165784 -1.748824 0.31 0.14 -0.10 0.000
C 2.213944 3.691134 0.018062 -0.36 -0.22 0.56 0.000
H 1.405561 -4.373276 -1.338053 -0.11 0.07 -0.16 0.000
H -2.704217 -3.271052 2.828959 0.15 -0.06 -0.23 0.001
C 0.516976 -3.745807 -3.805556 -0.02 -0.02 0.11 0.000
H -0.587142 -4.756360 -2.405462 0.12 0.50 -0.06 0.000
C 0.069814 0.375963 -4.409805 0.01 0.24 0.09 0.000
H 3.108177 2.313656 1.866016 -0.25 0.12 0.06 0.000
C 2.247225 1.762062 2.243181 -0.47 0.02 -0.28 0.004
H -3.026461 2.359371 -0.832020 -0.25 0.04 0.11 0.000
C -1.431858 -2.904988 -2.562369 -0.36 0.31 -0.12 0.000
C -3.207720 -0.022059 0.514821 0.27 -0.21 0.37 0.000
O -3.134910 -0.826256 1.447130 -0.47 0.63 -0.78 0.000
H 0.935250 2.900822 -4.320618 -0.06 -0.03 0.18 0.000
H 1.188980 -2.603527 -1.494351 -0.24 -0.15 0.14 -0.001
H -5.151071 2.319707 1.732832 0.02 -0.15 0.20 0.000
H 1.325639 -4.481074 -3.759600 -0.11 0.20 -0.03 0.000
H -1.043546 1.754166 1.508491 0.08 -0.07 0.02 0.000
H 3.848875 6.602708 -0.606560 0.05 -0.22 -0.07 0.000
H 4.901110 2.545395 -1.717520 -0.05 0.27 0.11 0.000
C -0.924480 -2.448492 1.909836 -0.79 -1.25 0.51 0.017
H -0.671591 1.759910 -1.424579 0.05 0.31 -0.07 0.000
H -0.236084 0.183129 1.632558 -0.12 0.38 0.04 -0.001
N -3.969679 1.098271 0.561786 -0.19 -0.12 0.11 0.000
C 4.238081 3.263307 -1.229794 -0.42 0.04 0.21 0.000
C -0.012855 -2.560572 0.885614 1.46 1.13 -0.70 0.163
H 0.677010 3.152434 -2.553956 0.09 -0.20 0.02 0.000
H -2.800057 -5.231159 1.289415 0.21 0.16 -0.04 -0.001
H -1.933378 -3.073628 -3.522047 0.12 0.07 0.16 0.000
O -0.063496 3.189167 -0.229642 -1.03 -0.55 -1.20 0.000
C -4.907315 1.257452 1.652667 0.06 0.05 0.02 0.000
C 0.903479 3.220254 0.666159 0.31 -0.56 0.96 0.000
C -2.027632 -4.470438 1.164013 0.03 -0.11 -0.13 -0.006
C -4.036135 2.034189 -0.550766 0.26 -0.24 -0.28 0.000
H 0.686142 4.013586 1.427164 0.12 -0.09 0.38 0.000
H 3.291788 0.204830 3.253220 -0.08 0.09 0.26 0.001
Cl 2.189673 -2.195349 2.883134 0.73 -0.53 0.82 0.105
C 1.064410 1.905203 1.621964 1.16 2.08 -0.36 0.003
C -0.143916 -3.551828 -0.074427 -1.11 -0.81 0.75 0.021
H -0.365296 1.197998 3.076840 -0.01 0.00 -0.26 0.000
H 2.835273 1.727173 -0.565381 0.22 0.54 -0.01 0.001
H -4.455957 0.887169 2.576563 -0.12 0.11 -0.13 0.000
H -5.836456 0.699020 1.467490 0.08 0.04 0.08 0.000
H 1.755418 5.734448 0.474587 0.29 -0.15 -0.14 0.000
H -1.161981 -5.419312 -0.573414 -0.10 0.05 0.20 0.002
Cl 1.502792 -0.319439 -0.851101 0.35 0.23 -1.08 0.087
H 2.955013 1.619532 4.256797 -0.11 -0.04 -0.12 0.000
C -1.963092 -3.388135 2.037889 0.47 0.44 0.11 0.009
H -0.879551 -0.163675 -4.487097 0.19 0.10 -0.02 0.000
C 2.540785 0.973540 3.468219 0.11 -0.45 0.25 0.001
H 1.965571 2.057202 -3.137754 -0.20 0.10 0.02 0.000
C 0.672053 -3.554923 -1.319672 0.32 -0.14 -0.21 0.001
H -4.505980 1.575110 -1.433315 0.01 0.18 0.15 0.000
H 0.924310 -2.737924 -3.944945 -0.15 -0.25 0.11 0.000
```
Positions in Å, forces in eV/Å.